# H3N2OP

A single H3N2OP molecule at a distorted geometry (the ωB97M-V functional and the def2-TZVPD basis, the Open Molecules 2025 dataset).

ΔE to the lowest compared entry with this formula, charge and spin = 0.770 eV
M = 78.01 Da
Kohn-Sham gap = 8.4246 eV
LUMO level = 0.440 eV
SMILES string = N/N=P/O

Structure (XYZ):
```
7
Properties=species:S:1:pos:R:3:forces:R:3:lowdin_charge:R:1
N -0.767 -0.564 -0.188 1.0303 -0.2494 0.4760 -0.14
N 0.374 0.038 0.279 0.3776 -0.3587 -1.4442 -0.37
P 1.724 -0.651 -0.220 -0.9380 -0.4348 0.2332 0.76
O 2.767 0.508 0.074 0.2882 1.3767 0.5608 -0.40
H -1.615 -0.066 -0.105 -0.6230 -0.0420 0.2936 0.06
H -0.649 -1.531 -0.424 -1.0005 -0.1120 -0.1838 0.04
H 2.167 1.277 0.237 0.8654 -0.1798 0.0644 0.04
```
Forces are in eV/Å.